95
Properties=species:S:1:pos:R:3 method="wB97M-V/def2-TZVPD" lumo_energy_ev=2.154 orbital_gap_ev=6.87 energy_ev=-225944.1527 charge=-1
Tl 0.25900 -1.36933 1.57947
Cl 2.19917 -0.27717 4.19244
C 3.35496 -0.57708 2.89633
C 2.88613 -0.83554 1.61650
C 3.87232 -0.94251 0.65736
Cl 3.35771 -1.20049 -1.00291
C 5.23617 -0.85094 0.91048
Cl 6.40810 -0.99154 -0.35681
C 5.65978 -0.63621 2.21923
Cl 7.34598 -0.54539 2.58955
C 4.70787 -0.48737 3.22650
Cl 5.23161 -0.19741 4.85428
Cl -0.81744 -1.53969 -2.19254
C -2.46211 -1.25376 -2.62525
C -2.82848 -1.41792 -3.95413
C -4.14798 -1.23441 -4.33164
C -5.10188 -0.90527 -3.38137
C -4.72804 -0.74379 -2.05499
C -3.40495 -0.90461 -1.64556
P -2.84247 -0.61747 0.09683
C -3.15306 -2.26222 0.84345
C -3.10197 -2.33910 2.23940
C -3.17358 -3.56371 2.88245
C -3.26747 -4.73292 2.13613
C -3.30617 -4.66579 0.75409
C -3.25441 -3.43623 0.10846
C -4.27414 0.37192 0.69975
C -5.41292 -0.13176 1.32423
C -6.40301 0.72955 1.78283
C -6.26881 2.10175 1.62241
C -5.13758 2.61618 1.00148
C -4.14509 1.75613 0.55341
H -2.07624 -1.69816 -4.68169
H -4.43300 -1.35312 -5.37071
H -6.13976 -0.78424 -3.66814
H -5.47678 -0.48626 -1.31641
H -2.99653 -1.42752 2.81839
H -3.12550 -3.60883 3.96474
H -3.27967 -5.69429 2.63474
H -3.34908 -5.57549 0.16844
H -3.25277 -3.40440 -0.97341
H -5.52271 -1.20247 1.45102
H -7.28276 0.32525 2.26988
H -7.03959 2.76899 1.98911
H -5.01853 3.68717 0.88466
H -3.24276 2.14856 0.09256
O 0.19279 1.35986 0.60115
P 0.82952 2.29737 -0.35809
C 0.53241 1.88574 -2.09152
C -0.72180 2.19069 -2.62350
C -1.04537 1.79994 -3.91273
C -0.11607 1.10463 -4.67776
C 1.12600 0.78691 -4.14793
C 1.45044 1.16811 -2.85291
C 0.18644 3.98525 -0.14967
C -0.42439 4.28605 1.06462
C -0.83777 5.58535 1.33116
C -0.64300 6.58263 0.38556
C -0.03460 6.28449 -0.82842
C 0.38257 4.98948 -1.09602
C 2.60293 2.51124 -0.09591
C 3.06127 2.25433 1.19412
C 4.40035 2.44032 1.50583
C 5.28364 2.87723 0.52860
C 4.82535 3.15165 -0.75536
C 3.48543 2.97914 -1.06816
H -1.44652 2.72436 -2.01820
H -2.02191 2.03068 -4.32164
H -0.36935 0.79693 -5.68524
H 1.84335 0.22869 -4.73809
H 2.40379 0.88732 -2.42362
H -0.57845 3.48615 1.78112
H -1.30787 5.81993 2.27897
H -0.96879 7.59503 0.59124
H 0.11652 7.06531 -1.56449
H 0.85107 4.75023 -2.04476
H 2.36803 1.87267 1.93604
H 4.75617 2.21911 2.50542
H 6.33588 2.98894 0.76032
H 5.52077 3.48539 -1.51668
H 3.13259 3.19492 -2.07039
Br 1.19261 -4.12182 3.34316
C 2.62389 -4.29629 2.09585
C 3.91891 -4.20672 2.58162
C 4.97658 -4.32816 1.69390
C 4.72559 -4.54605 0.34455
C 3.42010 -4.64885 -0.11116
C 2.33857 -4.51928 0.75746
C 0.91278 -4.61812 0.20260
O 0.58894 -5.71393 -0.26570
O 0.22209 -3.55434 0.25157
H 4.09795 -4.02166 3.63366
H 5.99537 -4.24816 2.05704
H 5.55116 -4.62624 -0.35305
H 3.21247 -4.82752 -1.15962



24
Properties=species:S:1:pos:R:3 method="wB97M-V/def2-TZVPD" lumo_energy_ev=0.802 smiles=Cc1ccccc1.CCS orbital_gap_ev=9.75 energy_ev=-20394.9966 charge=0
C 0.91755 -1.42515 -2.12354
C 2.02458 -0.73012 0.00523
C 1.37528 -0.35029 -1.17063
C 2.37271 0.19713 0.97169
C 2.17320 1.55197 0.71437
C 1.14616 1.00581 -1.39181
C 1.46297 1.93861 -0.41545
H 2.36000 -1.75997 0.03265
H 2.95734 -0.07326 1.83570
H 1.66027 -1.60129 -2.89774
H -0.02167 -1.21392 -2.64024
H 2.40436 2.31610 1.43905
H 0.58701 1.30425 -2.26898
H 1.20513 2.98312 -0.50254
H 0.74134 -2.32742 -1.55329
C -2.50312 -0.80157 1.48304
C -2.28859 0.70325 1.24917
S -4.01949 -1.42502 0.67329
H -1.66895 -1.36954 1.07007
H -2.49380 -0.98194 2.55479
H -2.97826 1.28610 1.85839
H -3.54867 -1.11871 -0.52988
H -2.63832 0.97551 0.25032
H -1.22702 0.91634 1.35632



102
Properties=species:S:1:pos:R:3 method="wB97M-V/def2-TZVPD" lumo_energy_ev=-1.214 orbital_gap_ev=7.92 energy_ev=-149173.7088 charge=0
N 1.43672 -2.64975 0.26564
P 1.28450 -1.35655 -0.69595
O 1.82922 0.10171 0.05700
O -0.40852 -1.17684 -1.06864
O 2.30371 -1.64787 -2.09054
S 2.31993 -3.36893 -2.33757
O 3.75029 -3.77063 -2.85069
O 1.17249 -3.66061 -3.59559
Br 1.22239 -2.07906 -4.58880
H 0.48611 -3.08528 0.42512
H 1.24207 0.38611 0.81669
H -0.63976 -0.18618 -1.12458
C -3.40725 -1.23365 -2.96236
O -3.10422 -0.10678 -2.16079
H -2.53246 -1.48555 -3.56638
H -3.66036 -2.08112 -2.32056
H -4.24662 -0.99826 -3.62121
H -3.89840 0.09292 -1.63655
C 1.41938 3.73474 -0.92425
O 2.15988 3.03862 0.06127
H 1.11800 4.70506 -0.52274
H 2.04185 3.88668 -1.80949
H 0.52854 3.15885 -1.18649
H 2.41334 2.18236 -0.32346
C -3.84830 0.96617 1.51252
O -4.84468 1.65138 0.77638
H -3.10670 0.56451 0.81808
H -3.36071 1.66038 2.20138
H -4.30553 0.14452 2.06917
H -5.48802 1.99638 1.41866
C -5.03419 4.36685 3.22037
O -5.30105 3.08201 3.75156
H -4.66488 4.25885 2.19787
H -5.95372 4.95727 3.21279
H -4.27466 4.86334 3.82917
H -5.62693 3.20983 4.65869
C 5.14757 0.37256 -4.20841
O 3.74070 0.39266 -4.36488
H 5.60297 0.95275 -5.01435
H 5.41461 0.81721 -3.24656
H 5.50591 -0.65857 -4.25736
H 3.36460 -0.12974 -3.63612
C -8.49532 2.07230 1.24308
O -7.98375 2.30789 2.54191
H -9.18438 1.22535 1.28089
H -9.03040 2.95916 0.89473
H -7.67236 1.83950 0.56295
H -7.37611 3.06419 2.47691
C 3.30625 2.31782 3.61693
O 2.52126 1.28475 3.05059
H 2.86938 2.61187 4.57413
H 4.32439 1.95572 3.77956
H 3.31735 3.17884 2.94420
H 2.93302 1.04488 2.20303
C -1.93695 -4.06945 2.11645
O -1.33612 -4.39652 0.87702
H -1.16596 -3.70681 2.80028
H -2.68403 -3.28643 1.96500
H -2.40748 -4.95981 2.54060
H -2.04404 -4.71493 0.29143
C 1.46821 4.35043 -4.87022
O 2.20871 3.65431 -3.88470
H 1.16682 5.32075 -4.46871
H 2.09067 4.50237 -5.75545
H 0.57736 3.77453 -5.13245
H 2.46217 2.79805 -4.26942
C 6.74284 -6.45132 -2.89591
O 5.44335 -6.83995 -2.49038
H 7.47884 -7.00878 -2.31187
H 6.87701 -6.67609 -3.95688
H 6.87588 -5.38118 -2.71946
H 4.81227 -6.32920 -3.02547
C 0.93536 -3.72355 5.03231
O -0.47151 -3.70345 4.87584
H 1.39077 -3.14336 4.22637
H 1.20240 -3.27890 5.99416
H 1.29370 -4.75468 4.98336
H -0.84761 -4.22585 5.60460
C -9.26455 5.76894 3.76236
O -7.87022 6.01386 3.75519
H -9.43580 4.69256 3.83738
H -9.71887 6.26864 4.62148
H -9.70579 6.14204 2.83492
H -7.74945 6.97631 3.68790
C -0.47413 -0.27392 5.25094
O -1.05861 -0.46275 3.97544
H -0.23202 0.78385 5.37770
H -1.18174 -0.57882 6.02586
H 0.44115 -0.86625 5.32472
H -1.26247 -1.40979 3.89186
C 4.77034 5.28037 -7.37887
O 3.98535 4.24730 -7.94521
H 4.33347 5.57442 -6.42167
H 5.78848 4.91826 -7.21623
H 4.78144 6.14138 -8.05160
H 4.39711 4.00742 -8.79276
C 7.25102 -8.62152 0.48370
O 6.50271 -9.70200 -0.04239
H 7.93203 -9.00047 1.24932
H 7.82998 -8.15409 -0.31662
H 6.57278 -7.89125 0.93172
H 5.90796 -9.33530 -0.71860



17
Properties=species:S:1:pos:R:3 method="wB97M-V/def2-TZVPD" lumo_energy_ev="-7.048 / -4.955" orbital_gap_ev="6.10 / 9.56" energy_ev=-7860.6154 charge=+1
C -0.10658 -2.60234 1.41591
C 0.93383 -1.93827 1.90202
C 0.17913 -1.30338 0.83928
C -1.53848 1.26242 -0.92126
C 1.95800 1.68632 -0.03785
C -0.99635 -0.17140 -1.01838
N 0.02379 -0.40186 0.02152
H -0.86947 -3.34949 1.41490
H 1.83083 -1.92450 2.48074
H -1.51847 1.53646 -1.97857
H -2.53518 1.49131 -0.48292
H -0.81856 1.98904 -0.44073
H 2.36950 0.77357 -0.57713
H 2.46818 2.15290 0.75947
H 1.01941 2.00175 -0.53286
H -0.62680 -0.28256 -1.99676
H -1.77277 -0.91994 -0.84736